Density functional theory data (ωB97M-V/def2-TZVPD) for a structure of composition C24H19F10N3V in a non-equilibrium geometry.

Geometry as ORCA input:
```
! wB97M-V def2-TZVPD RIJCOSX def2/J DEFGRID3
* xyz 1 3
V -0.3205 -0.5956 -0.0967
C 0.4673 -2.1280 2.3538
N -0.2852 -2.3350 1.0927
C 0.4372 -3.2979 0.2614
C 1.7470 -2.5813 -0.2101
N 1.5314 -1.1457 -0.1890
C 2.5490 -0.3425 -0.6767
C 3.7655 -0.6703 -1.1805
F 4.1298 -1.9420 -1.2290
C 4.7061 0.2622 -1.6415
F 5.7828 -0.2447 -2.2554
C 4.4515 1.5963 -1.5336
F 5.3193 2.5100 -1.9139
C 3.2568 1.9898 -0.9043
F 3.0222 3.2889 -0.7256
C 2.3540 1.0462 -0.5626
F 1.1601 1.4077 0.0333
C -1.7163 -2.5737 1.3874
C -2.3033 -1.2734 1.8829
N -1.6661 -0.1821 1.1581
C -1.8622 1.0785 1.7600
C -1.0118 1.5940 2.7141
F -0.0262 0.7597 3.1271
C -1.1842 2.8479 3.2744
F -0.3984 3.2939 4.2310
C -2.2209 3.6163 2.7877
F -2.4452 4.8260 3.3601
C -3.1299 3.1064 1.8625
F -4.0543 3.8908 1.3540
C -2.9151 1.8828 1.3299
F -3.7086 1.4303 0.3647
H 0.5991 -3.1161 2.8107
H -0.0722 -1.3916 2.9482
H 1.4550 -1.7332 2.1320
H -0.1696 -3.4973 -0.6084
H 0.6116 -4.2034 0.8164
H 1.9667 -2.9758 -1.1859
H 2.5470 -2.8875 0.4278
H -1.8668 -3.4155 2.0776
H -2.1675 -2.8998 0.4346
H -2.1010 -1.1390 2.9672
H -3.4016 -1.3004 1.7433
C -0.0413 2.6041 -2.4679
C -0.5524 1.1630 -2.4308
C 0.2517 0.0536 -2.7616
C -0.2772 -1.2644 -2.6435
C -1.6410 -1.4439 -2.2724
C -2.4150 -0.3289 -2.0349
C -1.9070 0.9636 -2.1400
H -0.2499 3.0040 -3.4498
H 1.0464 2.6283 -2.3008
H -0.5631 3.1255 -1.6691
H 1.2760 0.1934 -3.0723
H 0.3214 -2.1465 -2.7568
H -2.0675 -2.4554 -2.1460
H -3.4414 -0.4695 -1.6737
H -2.5721 1.8167 -1.9599
*
```

Energy relative to the best compared isomer or geometry (same formula, charge and spin)   0.0 kcal per mole
Expectation value of S²   2.026

These are the Mulliken partial charges, in e, on atoms 1 to 4:
1. V -0.19
2. C -1.11
3. N 0.43
4. C -1.03